No. 1
A molecular structure, C3H2AgFO2. Source: the OMol25 dataset; level of theory: ωB97M-V/def2-TZVPD.

```
9
Properties=species:S:1:pos:R:3
C -3.95 -0.88 -0.29
O -3.07 -0.74 0.40
O 1.01 -1.51 0.15
C 1.82 -0.56 0.25
C 1.40 0.72 -0.44
H 1.25 0.61 -1.53
H 2.13 1.52 -0.26
Ag -0.71 -0.37 1.64
F 0.14 1.20 0.09
```

## Properties
- spin multiplicity = 1
- charge = 0
- Kohn-Sham gap (alpha / beta) (eV) = 5.07 / 5.07
- electronic energy (eV) = -13950.14394
- max |F| (Eh/bohr) = 0.0342
- energy relative to the best compared isomer or geometry (same formula, charge and spin) (eV) = 0.626

No. 2
A molecular structure, C3H2AgO2. Source: the OMol25 dataset; level of theory: ωB97M-V/def2-TZVPD.

```
8
Properties=species:S:1:pos:R:3
O -0.64 -1.21 0.05
C -1.43 0.66 0.69
C -1.42 0.68 -0.54
H -1.31 0.92 1.73
H -1.31 0.96 -1.58
C 0.93 -1.58 -0.04
O 1.95 -1.01 -0.11
Ag 3.23 0.58 -0.21
```

## Properties
- spin multiplicity = 2
- charge = +2
- Kohn-Sham gap (alpha / beta) (eV) = 8.52 / 8.14
- electronic energy (eV) = -11208.86264
- max |F| (Eh/bohr) = 0.1065
- energy relative to the best compared isomer or geometry (same formula, charge and spin) (eV) = 2.511

No. 3
A molecular structure, C3H2AlLiO3. Source: the OMol25 dataset; level of theory: ωB97M-V/def2-TZVPD.

```
10
Properties=species:S:1:pos:R:3
C -2.84 -0.59 0.21
C -1.88 0.29 0.29
O -1.12 1.15 0.57
Li 0.77 1.62 0.52
H -3.08 -1.02 -0.76
H -3.45 -0.80 1.09
O 3.27 -1.22 -0.85
C 2.25 -0.55 -0.69
Al 3.84 0.52 -0.18
O 2.24 0.61 -0.19
```

## Properties
- spin multiplicity = 2
- charge = +3
- Kohn-Sham gap (alpha / beta) (eV) = 8.48 / 5.67
- electronic energy (eV) = -16050.71121
- max |F| (Eh/bohr) = 0.1714
- energy relative to the best compared isomer or geometry (same formula, charge and spin) (eV) = 0.000

No. 4
A single C3H2Br2 molecule. Source: the OMol25 dataset; level of theory: ωB97M-V/def2-TZVPD.

```
7
Properties=species:S:1:pos:R:3
C -0.10 1.06 0.25
C 0.58 -1.31 0.28
C -0.05 -0.21 -0.47
Br -1.73 1.84 0.37
Br 1.35 -0.73 1.88
H -0.79 -0.56 -1.10
H 0.73 -0.09 -1.20
```

## Properties
- spin multiplicity = 1
- charge = 0
- Kohn-Sham gap (eV) = 7.40
- electronic energy (eV) = -143221.29767
- max |F| (Eh/bohr) = 0.0548
- energy relative to the best compared isomer or geometry (same formula, charge and spin) (eV) = 3.879

No. 5
2 unconnected molecules or ions with the total composition C3H2Br2. Source: the OMol25 dataset; level of theory: ωB97M-V/def2-TZVPD.

```
7
Properties=species:S:1:pos:R:3
C 0.21 0.41 -0.97
C -0.75 0.07 -0.08
C 0.62 -0.45 0.18
Br -2.53 0.28 0.03
Br 1.07 -2.27 0.27
H 0.37 1.15 -1.70
H 1.02 0.81 2.27
```

## Properties
- spin multiplicity = 1
- charge = 0
- Kohn-Sham gap (alpha / beta) (eV) = 7.53 / 9.72
- electronic energy (eV) = -143221.05338
- max |F| (Eh/bohr) = 0.0800
- energy relative to the best compared isomer or geometry (same formula, charge and spin) (eV) = 4.123

No. 6
A single C3H2BrClO molecule. Source: the OMol25 dataset; level of theory: ωB97M-V/def2-TZVPD.

```
8
Properties=species:S:1:pos:R:3
O -1.74 -1.63 -0.65
C -1.24 -0.68 -0.20
Br -2.09 1.01 0.19
C 0.52 -0.45 0.45
C 0.98 0.60 -0.21
Cl 2.49 1.31 0.08
H 0.81 -1.25 1.19
H 0.28 1.08 -0.86
```

## Properties
- spin multiplicity = 1
- charge = 0
- Kohn-Sham gap (eV) = 10.41
- electronic energy (eV) = -87753.54100
- SMILES string = O=C(Br)/C=C/Cl
- max |F| (Eh/bohr) = 0.0806
- energy relative to the best compared isomer or geometry (same formula, charge and spin) (eV) = 1.223

No. 7
2 unconnected molecules or ions with the total composition C3H2BrF3. Source: the OMol25 dataset; level of theory: ωB97M-V/def2-TZVPD.

```
9
Properties=species:S:1:pos:R:3
C 0.21 2.64 -0.07
C -1.11 -0.55 0.17
C 0.11 1.22 -0.20
F -0.09 3.18 1.08
F -1.03 -0.75 1.48
F 0.43 0.78 -1.45
Br -2.87 -0.09 -0.35
H 0.78 0.74 0.53
H -0.63 -1.31 -0.43
```

## Properties
- spin multiplicity = 1
- charge = 0
- Kohn-Sham gap (alpha / beta) (eV) = 7.91 / 7.49
- electronic energy (eV) = -81332.11950
- max |F| (Eh/bohr) = 0.0558
- energy relative to the best compared isomer or geometry (same formula, charge and spin) (eV) = 5.472

No. 8
A single C3H2BrNO2 molecule. Source: the OMol25 dataset; level of theory: ωB97M-V/def2-TZVPD.

```
9
Properties=species:S:1:pos:R:3
O -1.40 -0.41 1.45
C -0.87 0.60 1.11
N -0.12 0.57 -0.05
C 1.14 0.35 -0.55
O 2.20 0.91 -0.64
C 0.22 -0.72 -0.56
Br -0.79 -1.24 -2.13
H -0.79 1.63 1.40
H 0.41 -1.68 -0.03
```

## Properties
- spin multiplicity = 1
- charge = 0
- Kohn-Sham gap (eV) = 10.15
- electronic energy (eV) = -78768.46093
- SMILES string = O=CN1C(=O)[C@@H]1Br
- max |F| (Eh/bohr) = 0.0666
- energy relative to the best compared isomer or geometry (same formula, charge and spin) (eV) = 1.645

No. 9
A molecular structure, C3H2BrNOS. Source: the OMol25 dataset; level of theory: ωB97M-V/def2-TZVPD.

```
9
Properties=species:S:1:pos:R:3
C -1.39 0.47 0.69
C 0.48 -0.99 0.67
C 0.21 0.64 -1.35
N -0.47 -0.32 1.08
O 1.73 -1.06 1.01
S -1.21 1.32 -0.85
Br 0.79 1.14 -3.06
H -2.31 0.61 1.22
H 2.17 -1.81 0.60
```

## Properties
- spin multiplicity = 1
- charge = 0
- Kohn-Sham gap (alpha / beta) (eV) = 7.35 / 7.35
- electronic energy (eV) = -87553.64982
- max |F| (Eh/bohr) = 0.0408
- energy relative to the best compared isomer or geometry (same formula, charge and spin) (eV) = 4.182

No. 10
A single C3H2BrNOS molecule. Source: the OMol25 dataset; level of theory: ωB97M-V/def2-TZVPD.

```
9
Properties=species:S:1:pos:R:3
C 0.61 -1.42 0.33
C 0.50 0.84 0.23
C -1.48 -0.02 -0.28
N 1.14 -0.21 0.27
O 0.68 2.06 -0.08
S -1.01 -1.58 -0.24
Br -3.10 0.71 -0.11
H 1.16 -2.45 0.44
H 1.50 2.07 -0.57
```

## Properties
- spin multiplicity = 1
- charge = 0
- Kohn-Sham gap (alpha / beta) (eV) = 7.28 / 7.27
- electronic energy (eV) = -87553.51704
- max |F| (Eh/bohr) = 0.1186
- energy relative to the best compared isomer or geometry (same formula, charge and spin) (eV) = 4.315

No. 11
A molecular structure, C3H2CaLiO3. Source: the OMol25 dataset; level of theory: ωB97M-V/def2-TZVPD.

```
10
Properties=species:S:1:pos:R:3
O -1.49 -0.57 -1.15
O 0.47 0.87 0.62
C 0.58 -0.07 1.56
C 0.40 0.65 -0.77
O 0.37 -1.25 1.30
C -0.31 -0.19 -1.57
Ca 0.98 0.84 3.65
H -0.11 -0.11 -2.65
H 0.16 1.70 -1.19
Li -1.04 -1.86 0.21
```

## Properties
- spin multiplicity = 1
- charge = +1
- Kohn-Sham gap (eV) = 3.51
- electronic energy (eV) = -27919.90727
- max |F| (Eh/bohr) = 0.0861
- energy relative to the best compared isomer or geometry (same formula, charge and spin) (eV) = 0.837

No. 12
A molecular structure, C3H2CdFO2. Source: the OMol25 dataset; level of theory: ωB97M-V/def2-TZVPD.

```
9
Properties=species:S:1:pos:R:3
F -0.29 1.18 2.12
O -0.15 -0.56 -1.25
O -0.70 2.09 0.11
C 0.95 -0.57 -0.52
C 0.89 0.25 0.61
C -0.27 1.11 0.66
H 1.91 -0.59 -1.05
H 1.43 -0.12 1.48
Cd -0.94 -2.38 -1.60
```

## Properties
- spin multiplicity = 2
- charge = 0
- Kohn-Sham gap (alpha / beta) (eV) = 8.49 / 6.01
- electronic energy (eV) = -14516.04225
- max |F| (Eh/bohr) = 0.1003
- energy relative to the best compared isomer or geometry (same formula, charge and spin) (eV) = 0.000

Question: Which of these has the lowest max |F|?
Answer: C3H2AgFO2

Question: What is the formula in the first record?
Answer: C3H2AgFO2

Question: Which value of max |F| does entry 12 give?
Answer: 0.1003 Eh/bohr